# 1
C16H35BCl2F4GeN4O3STl | ωB97M-V/def2-TZVPD

Computed properties:
E_LUMO (alpha / beta)   0.362 / -2.198 eV
DFT total energy   -5067.99820 hartree
Largest force on an atom   0.770 eV/A
<S²>   0.75
ΔE to the lowest compared entry with this formula, charge and spin   1.6 kcal/mol

```
! RIJCOSX wB97M-V def2-TZVPD def2/J DEFGRID3
* xyz 0 2
Tl 0.130 0.725 0.260
C -4.429 0.165 -2.407
C -3.319 1.189 -2.205
C -3.696 2.166 -1.097
C -2.999 1.927 -3.499
O -2.155 0.522 -1.727
Ge -1.122 -0.635 -2.616
O -0.594 -1.560 -1.173
C -0.737 -2.930 -0.786
C -1.819 -3.597 -1.627
C -1.147 -2.899 0.683
C 0.604 -3.626 -0.965
O 0.305 0.438 -2.830
C 1.448 0.256 -3.658
C 2.307 -0.871 -3.095
C 2.198 1.582 -3.612
C 1.008 -0.058 -5.084
H -5.355 0.652 -2.710
H -4.603 -0.375 -1.478
H -4.152 -0.550 -3.184
H -4.592 2.717 -1.378
H -2.886 2.876 -0.932
H -3.885 1.627 -0.170
H -3.853 2.513 -3.830
H -2.746 1.220 -4.293
H -2.149 2.592 -3.351
H -2.772 -3.086 -1.493
H -1.943 -4.639 -1.331
H -1.548 -3.577 -2.685
H -2.064 -2.326 0.814
H -0.356 -2.432 1.273
H -1.302 -3.910 1.058
H 0.884 -3.653 -2.018
H 0.548 -4.651 -0.601
H 1.378 -3.098 -0.408
H 2.575 -0.661 -2.060
H 3.221 -0.987 -3.677
H 1.762 -1.814 -3.116
H 2.500 1.806 -2.590
H 1.558 2.387 -3.968
H 3.089 1.536 -4.235
H 0.462 -1.002 -5.114
H 1.868 -0.143 -5.745
H 0.357 0.731 -5.457
C -0.012 -0.830 6.059
C 1.055 -1.141 5.084
N 2.148 -1.800 5.311
N 2.783 -1.835 4.104
C 2.113 -1.206 3.122
S 2.559 -1.046 1.519
N 0.990 -0.753 3.766
N -0.034 -0.054 3.144
H 0.227 -1.306 7.005
H -0.975 -1.192 5.698
H -0.095 0.246 6.212
H 3.655 -2.327 3.996
H -0.240 0.794 3.669
H -0.879 -0.627 3.112
Cl -1.222 3.405 4.318
C -1.872 3.578 2.677
Cl -0.581 3.879 1.495
H -2.535 4.437 2.674
H -2.390 2.661 2.411
F -3.912 1.106 2.792
B -3.281 0.019 2.223
F -2.169 0.530 1.474
F -4.093 -0.688 1.376
F -2.721 -0.800 3.206
*
```

# 2
C16H35Br10NO2 | ωB97M-V/def2-TZVPD

Computed properties:
E_LUMO   0.183 eV
DFT total energy   -26575.96382 hartree
Largest force on an atom   1.889 eV/A
Structure (SMILES)   COCCNCCOC.BrCCBr.BrCCBr.BrCCBr.BrCCBr.BrCCBr
ΔE to the lowest compared entry with this formula, charge and spin   0.0 kcal/mol

```
! RIJCOSX wB97M-V def2-TZVPD def2/J DEFGRID3
* xyz 0 1
C 2.366 2.454 2.636
O 2.697 1.766 1.433
C 4.065 1.402 1.436
C 4.524 1.067 0.024
N 3.535 0.107 -0.542
C 3.825 -0.218 -1.939
C 5.063 -1.083 -2.188
O 6.269 -0.452 -1.829
C 7.345 -1.116 -2.448
H 2.992 3.347 2.705
H 2.530 1.803 3.499
H 1.315 2.724 2.560
H 4.201 0.539 2.093
H 4.730 2.189 1.813
H 5.445 0.490 0.080
H 4.570 1.927 -0.652
H 2.653 0.609 -0.554
H 3.769 0.636 -2.630
H 2.981 -0.849 -2.240
H 5.054 -1.347 -3.246
H 4.875 -1.961 -1.562
H 7.362 -2.170 -2.159
H 8.294 -0.648 -2.191
H 7.296 -1.048 -3.542
Br -3.750 -3.888 -4.001
C -3.547 -3.523 -2.074
C -2.286 -4.202 -1.562
Br -2.311 -4.296 0.388
H -4.392 -3.936 -1.523
H -3.592 -2.451 -1.905
H -1.404 -3.622 -1.805
H -2.286 -5.228 -1.905
Br -6.172 -3.640 1.133
C -6.185 -1.698 1.548
C -5.049 -1.051 0.797
Br -4.968 0.852 1.327
H -6.040 -1.762 2.619
H -7.154 -1.284 1.298
H -5.264 -1.075 -0.267
H -4.088 -1.492 1.033
Br -3.867 5.917 1.490
C -4.458 4.287 0.612
C -4.761 4.532 -0.860
Br -5.495 2.904 -1.712
H -5.359 3.991 1.144
H -3.729 3.492 0.745
H -3.858 4.900 -1.335
H -5.590 5.222 -0.963
Br -0.842 -1.907 4.937
C -0.385 -2.074 3.035
C 0.698 -1.099 2.607
Br 2.329 -1.309 3.682
H -1.285 -1.830 2.475
H -0.112 -3.107 2.841
H 0.320 -0.094 2.803
H 0.934 -1.091 1.548
Br -0.024 3.361 -1.757
C 0.091 1.417 -1.504
C -1.064 0.945 -0.662
Br -0.932 -1.035 -0.465
H 1.051 1.218 -1.037
H 0.121 0.986 -2.501
H -2.039 1.105 -1.106
H -1.010 1.400 0.322
*
```

# 3
C16H35BrGaN2O5 | ωB97M-V/def2-TZVPD

Computed properties:
E_LUMO   2.328 eV
DFT total energy   -5615.20752 hartree
Largest force on an atom   2.094 eV/A

```
! RIJCOSX wB97M-V def2-TZVPD def2/J DEFGRID3
* xyz -1 1
C 5.494 -0.059 -5.007
C 4.943 -1.187 -4.107
N 3.746 -0.835 -3.353
Ga 2.109 -1.420 -4.167
C 1.026 -2.671 -2.907
C 0.078 -1.871 -2.155
O -1.124 -1.890 -2.176
Br 0.948 -0.563 -0.910
N 0.883 0.084 -4.581
C 0.113 -0.299 -5.701
C 0.564 -0.005 -7.113
O -0.924 -0.927 -5.546
C 1.539 1.317 -4.708
C 1.268 2.279 -3.577
O 2.293 1.657 -5.599
H 5.452 -0.364 -6.044
H 4.906 0.838 -4.887
H 6.528 0.166 -4.768
H 4.761 -2.057 -4.727
H 5.726 -1.451 -3.396
H 3.715 0.164 -3.207
H 2.418 -2.248 -5.509
H 0.462 -3.369 -3.505
H 1.722 -3.149 -2.234
H 0.628 -0.949 -7.635
H -0.211 0.575 -7.597
H 1.521 0.485 -7.184
H 0.426 1.980 -2.975
H 1.112 3.252 -4.025
H 2.161 2.361 -2.971
C -1.383 -2.359 5.031
C -1.224 -1.266 3.987
O -0.034 -1.357 3.235
C 0.115 -2.535 2.460
C -0.978 -2.732 1.424
H -0.496 -2.412 5.664
H -2.251 -2.154 5.659
H -1.527 -3.340 4.575
H -1.179 -0.298 4.488
H -2.096 -1.238 3.322
H 0.192 -3.414 3.113
H 1.075 -2.429 1.956
H -1.946 -2.932 1.890
H -0.739 -3.578 0.779
H -1.081 -1.843 0.805
C -2.303 3.240 4.092
C -3.292 2.179 4.544
O -3.105 1.755 5.884
C -3.252 2.755 6.869
C -4.637 3.381 6.910
H -1.281 2.915 4.287
H -2.413 3.422 3.023
H -2.459 4.189 4.608
H -3.158 1.284 3.936
H -4.323 2.516 4.388
H -2.485 3.529 6.751
H -3.052 2.256 7.817
H -4.844 3.970 6.015
H -4.725 4.044 7.771
H -5.402 2.607 6.984
*
```